96
Properties=species:S:1:pos:R:3:forces:R:3:lowdin_charge:R:1 method="wB97M-V/def2-TZVPD" spin_multiplicity=1 relative_energy_kj_mol=754.60 e_tot_ev=-92429.5980 charge=0 gap_ev=6.13
H -1.8530 0.9299 -1.5144 -0.03 -0.22 0.49 0.01
H 4.7763 -0.8320 -4.4294 -0.01 0.01 0.10 0.08
H 3.2731 -0.3989 -1.1337 0.13 -0.28 -0.07 0.07
C 4.7658 -0.9799 -3.3442 0.33 -0.22 -0.13 -0.07
C 3.1913 6.5914 -0.9295 0.28 -0.04 -0.38 -0.43
H -10.8364 2.8696 3.3271 -0.02 0.20 -0.03 0.11
H 3.0555 7.3922 -2.7857 -0.07 0.13 0.30 0.07
O -7.6027 -0.6667 0.8854 4.38 -3.79 -1.13 -0.40
H 3.6738 4.4481 -0.8205 0.18 0.04 -0.01 0.12
C 3.1471 5.1474 -1.4798 -0.34 0.12 -0.14 -0.20
H -4.4590 -0.6648 2.3851 -0.25 -0.21 -0.28 0.00
O 3.6056 5.0132 -2.8282 0.05 -0.13 0.58 -0.21
F -1.6349 -3.7780 -0.5320 4.05 1.78 1.70 0.00
H 5.0885 -0.0501 -2.8699 -0.14 -0.06 -0.01 0.06
H -10.6898 1.5660 1.1415 0.11 -0.02 0.14 0.13
H -10.0102 4.9492 3.5196 0.01 -0.05 -0.09 0.09
H -10.7785 3.3997 -0.3555 0.12 0.00 0.23 0.08
H -7.9753 2.6404 1.1653 -0.26 -0.09 -0.19 0.07
H -9.7600 1.4838 3.3219 0.12 0.17 -0.06 0.12
C 0.3908 -4.7073 0.6302 0.46 -1.87 -0.88 -0.11
H 3.2811 -2.4901 -3.1710 -0.12 0.09 0.05 0.14
F -1.3801 -2.5766 2.1716 2.61 1.47 -3.34 -0.02
F -0.4283 -5.3242 1.7100 2.66 2.40 -2.80 0.03
H -9.7088 4.4059 0.6093 -0.01 -0.13 0.08 0.06
N 2.6057 7.5490 -1.8786 -0.13 -0.34 -0.19 0.03
C -0.3008 -3.3177 0.0075 0.42 -0.46 -0.67 -0.10
O -6.8633 -3.1445 1.5805 2.94 1.78 -1.20 -0.26
C 3.3914 -1.4425 -2.8665 0.05 0.42 0.09 -0.42
C -9.9721 2.3632 1.3688 0.47 0.41 0.04 -0.43
Si -4.4404 -1.1693 0.9879 1.51 2.62 -0.33 0.53
O 1.4575 -5.9275 -1.3704 -7.81 0.94 5.03 0.04
C -0.8271 -0.6411 0.4784 4.43 4.83 3.13 -0.22
N 5.4505 -4.5198 0.4678 -0.19 -0.23 0.30 0.04
H 2.0980 4.8254 -1.4939 0.13 0.06 -0.13 0.12
C 2.9053 1.6410 -3.4669 -0.26 0.27 0.29 -0.10
H 5.6810 -3.8893 3.8479 0.19 -0.02 0.01 0.12
H -8.3901 1.0882 1.1861 -0.05 0.10 -0.38 0.01
C 5.8023 -3.7311 1.6573 0.20 -0.40 0.03 -0.43
O -8.7862 3.2548 3.3854 -0.59 0.00 0.00 -0.20
H -3.6279 -2.3834 0.9493 0.22 -0.21 -0.31 -0.04
O -0.8295 -6.6242 -0.9740 1.99 3.12 2.33 0.04
F 0.8841 -1.9058 1.8366 -4.07 -1.21 -2.61 0.01
H 1.2931 -1.2013 -3.2807 0.07 0.13 0.07 0.11
H 5.1342 6.2868 0.0009 -0.04 0.07 -0.07 0.08
H 5.2840 -2.7669 1.5939 -0.08 -0.14 0.03 0.13
H 4.5414 7.9521 0.0823 -0.04 -0.19 -0.19 0.08
H 5.5001 4.4586 -2.1277 -0.04 0.09 0.03 0.09
H -8.3365 5.1217 4.0867 -0.07 -0.16 -0.02 0.09
H -6.0187 -3.3954 2.0886 -1.80 0.34 -1.06 0.07
C 2.2198 -0.6541 -3.4956 -0.14 -0.07 0.34 -0.20
H -1.6274 -6.3955 -0.3899 1.77 -0.23 -0.91 0.14
F 0.5293 -2.8320 -1.1251 -2.87 -1.60 3.48 0.04
H 1.6331 7.2901 -2.0455 0.12 0.15 0.09 0.07
F 1.8262 -4.5484 0.9603 -5.15 -0.26 -0.53 0.04
H -2.3314 -1.3568 -1.7212 -0.24 -0.51 0.20 -0.01
H 4.4363 -4.6262 0.4348 0.15 0.13 -0.16 0.06
P -6.5077 -1.7579 0.5282 -7.39 0.82 0.12 0.59
H 2.5918 6.6098 -0.0115 -0.04 -0.10 -0.14 0.13
H -8.6451 5.0394 2.3563 -0.17 0.18 -0.06 0.07
C -0.4222 -2.1044 1.1034 1.05 0.23 2.73 -0.15
O 2.0257 0.6541 -2.9501 0.06 -0.46 -0.46 -0.20
H 5.4121 5.9829 -3.0732 0.22 -0.02 0.13 0.07
H 7.5299 -2.7062 0.8433 -0.12 -0.20 0.14 0.08
H 5.2551 4.4301 -3.8860 -0.14 0.00 0.11 0.09
H -7.4813 -3.0300 -1.0277 1.46 1.59 -0.27 0.10
H 2.4741 -1.7918 -1.0782 0.32 -0.01 -0.02 0.04
H 7.6354 -3.0128 2.5829 -0.02 -0.06 -0.08 0.08
C 7.3002 -3.4365 1.6302 0.20 0.33 -0.09 -0.08
H 4.2346 -4.3778 2.9828 0.14 -0.13 -0.05 0.11
Si -2.2667 -0.2726 -0.7463 -1.51 1.87 -0.24 0.64
H 2.3037 -0.6095 -4.5874 0.15 0.10 -0.03 0.12
H 5.5256 -1.7356 -3.1052 -0.23 0.15 0.01 0.08
O -6.7775 -2.2934 -1.1068 -0.35 -1.09 3.53 -0.25
O 5.6577 -5.8132 3.0400 0.07 0.55 0.25 -0.19
H 7.3626 -5.3444 4.1629 -0.01 0.04 -0.10 0.09
C 0.3397 -5.7975 -0.6371 4.87 -2.10 -4.34 -0.19
H -11.3425 4.0438 1.1932 0.07 0.00 -0.04 0.07
N -8.6722 1.9871 0.7946 -0.08 0.09 0.53 0.04
H 7.6446 -6.1143 2.5651 0.22 0.11 0.08 0.07
H 3.8193 1.6743 -2.8731 0.19 0.05 -0.16 0.07
H 7.0201 -7.0676 3.9060 -0.13 0.13 -0.03 0.09
H 2.4183 2.6160 -3.3704 0.01 -0.17 -0.02 0.08
C -9.8974 2.4908 2.9077 0.23 -0.33 -0.07 -0.20
O -3.8007 0.1389 0.0050 1.45 -3.33 0.42 -0.46
C 5.0178 4.9720 -2.9656 -0.16 0.02 -0.35 -0.11
C 6.9938 -6.0784 3.4393 -0.20 -0.33 -0.12 -0.11
C -10.4726 3.6273 0.6741 -0.33 0.06 -0.24 -0.08
O -0.0634 0.4269 0.8417 -4.73 -7.05 -2.21 0.00
H 5.7876 -5.4745 0.6249 -0.02 0.31 -0.09 0.07
C 4.5955 7.0607 -0.5563 0.14 0.18 0.33 -0.08
N 3.3536 -1.3855 -1.3981 -0.41 0.20 -0.01 0.05
H 7.9027 -4.3234 1.4202 -0.14 0.02 0.04 0.06
H 3.1393 1.4741 -4.5232 0.04 -0.08 0.06 0.09
C 5.3309 -4.4229 2.9570 -0.28 -0.11 -0.25 -0.20
C -8.9723 4.6607 3.3250 0.38 -0.15 0.09 -0.11
H 5.1960 7.3349 -1.4269 -0.13 -0.08 0.02 0.06

=====

104
Properties=species:S:1:pos:R:3:forces:R:3:lowdin_charge:R:1 method="wB97M-V/def2-TZVPD" spin_multiplicity=1 e_tot_ev=-467280.2217 charge=+2 gap_ev=1.78
Ca -2.9836 -1.3517 2.0199 -3.48 -4.94 -1.78 1.31
Mg -0.3630 3.1790 0.7246 0.43 1.56 0.66 0.65
H -2.8717 -3.7246 -4.7737 -0.02 -0.37 -0.08 0.12
O -1.8053 -5.2821 -6.1583 0.05 0.55 0.10 -0.19
H -3.7089 0.2181 3.2229 0.69 0.47 1.48 0.05
F 0.6054 9.8377 2.3626 0.04 -1.98 -0.72 -0.21
Br -7.1414 2.7431 6.9681 0.09 0.14 -0.37 0.60
O -1.9791 3.6769 -4.6857 0.91 -2.51 -0.16 0.22
H 0.2312 2.9628 4.2384 0.75 -0.87 0.29 0.09
H 1.1848 -0.0880 -2.6447 0.95 -0.17 0.80 0.10
H -3.2568 -4.5662 -7.3941 0.04 -0.10 0.03 0.09
O 2.8666 4.2998 1.6345 -1.43 0.58 -0.91 -0.18
C -1.9279 1.3558 3.9793 -0.21 -0.62 0.24 -0.63
H 2.9195 3.3318 4.3819 -0.69 -0.57 -0.87 0.14
H -2.5463 -0.8840 4.2167 -0.13 1.48 0.40 0.11
C 0.4506 0.8246 3.5438 -0.04 1.93 1.10 -0.31
F -0.4796 7.1856 2.6924 1.05 0.24 -1.02 -0.25
H 1.9964 1.0000 -0.4618 -0.47 -1.03 0.02 0.12
H 9.8774 -0.0562 0.3612 -0.05 -0.02 -0.01 0.11
N 2.0811 -1.9707 -2.3258 -0.33 1.45 0.49 0.03
H -2.8520 -2.7236 -3.3390 0.05 -0.02 0.24 0.09
H 3.5777 0.2548 0.5928 0.04 -0.54 -0.11 -0.01
C 2.0725 -0.5030 -2.0664 0.11 -0.18 0.18 -0.21
C 2.3117 2.7920 3.5923 -0.01 1.13 0.52 -0.16
H -2.3773 0.5144 1.4619 1.80 0.51 0.63 0.09
H -0.8138 3.1821 -2.1165 -0.66 -0.87 -0.71 0.09
H -0.1099 -4.0658 -6.1107 -0.10 -0.02 -0.02 0.13
F -0.0480 8.2418 0.0587 0.73 -0.65 1.36 -0.24
C 2.0090 -0.1411 -0.5175 0.08 0.40 -0.04 -0.34
H 0.0739 1.4074 0.4593 0.28 -1.75 0.06 0.04
F 2.1937 7.5097 1.6903 -1.16 -0.57 -0.32 -0.23
C -7.0590 3.7616 5.3243 0.02 0.09 0.28 -1.59
H -1.3209 -0.8731 2.1391 3.09 2.16 -0.25 0.03
O -3.1487 -6.0523 -3.4640 0.23 0.43 0.16 -0.18
H -3.5104 0.1124 6.3682 -0.38 0.29 -1.14 0.11
H 0.1551 -5.8163 -5.9870 0.20 0.05 0.12 0.14
H 5.0747 -0.7438 -0.6553 0.48 -0.08 0.08 0.06
C -0.4748 -4.8868 -4.1593 0.36 -0.05 -0.05 -0.15
H 0.4269 0.0068 4.3211 -0.42 0.52 -0.97 0.12
H 2.4264 -2.4124 -1.4712 -0.18 -0.34 -0.51 0.08
H 5.8009 -0.1436 1.6916 0.16 -0.11 -0.26 0.07
H 0.8806 3.5228 2.0705 1.11 0.39 0.53 -0.02
C -3.3091 -4.7581 -2.9064 0.04 -0.59 -0.15 -0.23
N -0.8747 1.1585 2.9417 -0.97 -1.11 -0.37 -0.25
H -1.8541 2.2737 -0.0707 -0.58 -0.89 -1.17 0.05
H -4.9439 -0.1214 5.2379 1.15 0.58 0.29 0.10
H 3.0138 -0.0313 -2.4715 -0.92 -0.40 0.41 0.12
H 6.7712 -1.0167 -2.4271 0.02 -0.02 0.05 0.10
H 9.1665 -0.6824 -1.9209 -0.03 0.01 0.05 0.10
H -1.4867 1.5303 5.0068 -0.23 -0.14 -1.43 0.12
O -1.3122 0.2660 -0.6363 0.13 2.01 0.74 -0.16
Al 0.5637 8.2162 1.7098 -0.51 1.53 0.30 0.01
C -0.3842 0.3643 0.4792 -0.39 -2.30 0.13 -0.26
Cl -2.8782 0.3293 -3.9530 0.10 -0.43 0.37 0.69
H 8.2017 0.2017 2.1574 -0.01 -0.02 -0.05 0.10
H 1.2670 0.4934 2.7398 -2.54 1.02 1.01 -0.22
Br -2.0413 -3.8515 0.1225 -0.36 1.98 1.69 -0.16
I -2.8887 3.2798 3.4656 0.27 -0.68 -0.23 0.95
H 2.7752 5.2798 1.5153 0.50 -0.18 0.99 0.06
O -2.2230 2.0715 -3.3526 -1.13 -0.65 3.02 -0.50
H 3.0009 2.0403 3.1332 -0.86 0.75 0.21 0.02
H -1.7261 -4.9533 -8.1956 0.04 0.19 -0.06 0.10
H -3.9256 -7.3188 -2.0261 0.09 -0.01 0.11 0.10
C 7.8831 -0.0642 1.1560 -0.14 -0.01 -0.02 -0.09
C 1.0326 2.1571 4.2840 -0.48 -0.26 -0.54 -0.15
C -2.5634 -3.7070 -3.7274 0.30 0.32 -0.12 -0.17
H -7.9804 4.3328 5.2551 0.15 -0.12 -0.06 -0.02
C 0.7002 -0.7882 0.2242 0.67 0.49 -0.30 -0.09
N -1.6589 2.5592 -4.5845 0.43 4.34 -2.98 0.03
C 1.8402 3.9272 2.5786 0.52 -0.02 1.44 -0.24
C -1.8860 1.5518 -0.9635 -0.85 -0.90 -0.87 -0.17
C -2.9673 -7.0656 -2.4910 -0.02 -0.14 -0.10 -0.09
H -4.3804 -4.5270 -2.9130 -0.03 0.30 0.00 0.13
H -0.4000 1.3988 -2.5701 -0.68 1.08 0.32 0.14
C 8.4265 -0.5616 -1.1381 0.05 0.04 0.03 -0.09
Br -6.9889 2.6071 3.7658 0.00 0.07 0.12 0.51
H -2.9898 1.3468 -1.1280 1.20 0.65 0.01 0.16
Br -5.5993 5.0350 5.3411 -0.30 -0.17 0.05 0.54
C -3.9739 0.4405 5.3940 -0.07 -0.37 -0.15 -0.09
H 0.3117 -1.6230 -0.4428 -0.17 1.32 0.69 0.10
H -2.9456 -4.7223 -1.8721 -0.17 -0.11 -0.47 -0.05
C -0.5024 -4.9962 -5.6828 -0.21 -0.14 0.16 -0.18
C 8.8269 -0.2120 0.1460 -0.04 -0.03 -0.06 -0.09
Br 2.6925 -0.2767 2.5512 3.57 -1.72 1.56 0.63
H 1.1124 -2.2256 -2.5277 0.47 -0.52 0.29 0.06
H -0.8299 -5.8026 -3.6882 -0.28 -0.02 -0.15 0.12
H 1.0076 -1.2981 1.1813 -0.29 0.84 -1.02 0.06
C 6.1248 -0.6007 -0.4207 0.36 0.16 0.43 -0.09
H -2.5737 -7.9476 -2.9959 -0.11 0.05 -0.06 0.10
H 1.5314 4.8779 3.1089 -0.01 -1.16 -0.47 0.16
C -2.1719 -4.5211 -7.2950 -0.16 -0.35 -0.07 -0.10
H 0.5710 -4.7781 -3.8566 -0.06 0.14 -0.07 0.13
H -1.8801 -3.4707 -7.1951 0.10 0.00 -0.01 0.08
C -2.9979 0.1775 4.1475 -1.21 1.01 0.08 -0.33
Mg 1.9574 4.5815 -0.6276 -0.38 -0.22 0.81 1.05
C -1.2943 0.2447 1.8387 1.37 1.19 -0.47 -0.24
H 1.2035 1.9257 5.3765 0.05 0.34 -1.30 0.13
C 7.0795 -0.7522 -1.4219 -0.03 0.09 0.19 -0.10
H -2.2461 -6.7627 -1.7248 -0.08 0.04 0.05 0.08
C 6.5323 -0.2608 0.8870 -0.22 -0.05 -0.60 -0.09
H -4.2466 1.5309 5.4833 0.39 -1.12 -0.27 0.04
O -1.1422 -3.7458 -3.6196 -0.40 -0.13 -0.03 -0.13
C -1.2140 2.1373 -2.2897 0.50 -1.67 1.44 -0.12
O 3.2497 -0.5292 0.1222 -1.48 0.13 -2.88 -0.28

=====

13
Properties=species:S:1:pos:R:3:forces:R:3:nbo_charge:R:1 method="wB97M-V/def2-TZVPD" spin_multiplicity=1 relative_energy_kj_mol=442.33 e_tot_ev=-9372.5112 charge=0 gap_ev="7.48 / 7.48"
H 2.4060 -0.2425 0.0397 -0.24 0.08 -0.20 0.21
H 1.1046 0.9422 1.4051 -0.05 -0.13 0.03 0.22
H 1.9714 0.4751 -1.5407 -0.19 -0.11 -0.04 0.21
H -0.7448 -0.7953 2.2487 -0.06 0.13 -0.07 0.23
H -2.7152 -0.6450 0.4725 0.20 -0.07 -0.15 0.24
H 1.2476 -1.1251 -1.0237 -0.12 0.18 0.04 0.22
C 0.4149 0.3425 0.8291 -0.28 0.06 0.41 -0.04
C 1.6308 -0.1553 -0.7237 0.19 -0.10 -0.35 -0.25
O -1.7682 0.6894 -1.9242 0.48 -0.18 0.45 -0.58
C -0.6757 -0.3494 1.2652 0.13 0.12 0.04 -0.21
C -1.3393 0.3731 -0.8541 -0.14 -0.02 -0.24 0.70
C -1.6923 -0.3356 0.3018 0.00 0.07 -0.08 -0.47
O 0.1602 0.8259 -0.4958 0.08 -0.03 0.17 -0.49

=====

21
Properties=species:S:1:pos:R:3:forces:R:3:nbo_charge:R:1 method="wB97M-V/def2-TZVPD" spin_multiplicity=1 relative_energy_kj_mol=220.00 smiles="N[C@H]1[NH2+][C@]12[NH+]=CN[C@@]2(N)O" e_tot_ev=-13805.7234 charge=+2 gap_ev=10.17
C -0.7551 0.4922 -1.5742 -0.34 -0.53 3.93 0.21
N 1.2581 -0.7224 -0.8315 0.35 0.70 -0.27 -0.54
H -1.3341 -1.6408 0.9253 -0.40 -0.70 0.17 0.43
N 0.2970 1.5240 -0.7696 1.01 4.31 -0.81 -0.66
H -0.3377 0.2943 -2.5205 0.68 -0.04 -0.96 0.24
C 0.1739 -0.2002 1.2426 -2.26 -0.61 -1.79 0.57
C 1.9431 -1.2567 0.1502 -1.00 -0.26 1.29 0.42
H -2.6806 0.5649 -0.7508 0.32 0.05 -0.54 0.44
N -2.0766 0.6765 -1.5650 1.08 -0.38 2.12 -0.75
H 1.8293 -1.2384 2.2556 -0.41 -0.06 -0.71 0.48
H 2.8080 -1.8118 -0.2059 0.14 -0.39 1.19 0.28
C 0.2112 0.1551 -0.3893 -0.59 -1.96 -0.93 0.17
H -2.4366 0.7496 -2.4558 -1.60 0.40 -1.87 0.43
H -1.2765 -0.7821 2.5894 0.16 -1.45 -2.72 0.44
N 1.3490 -1.0916 1.3507 2.83 0.94 -1.33 -0.53
H 1.0591 1.9339 -1.4185 -1.17 -0.97 1.71 0.47
H 1.4425 -1.0267 -1.7825 -0.08 0.39 0.01 0.46
N -0.9871 -0.9572 1.5560 0.10 2.93 2.99 -0.89
H -0.0738 2.2744 -0.0585 0.81 -1.89 -1.58 0.49
H -0.6549 1.0868 2.2989 0.05 0.49 0.33 0.51
O 0.2420 0.9763 1.9535 0.31 -0.98 -0.21 -0.66

=====

5
Properties=species:S:1:pos:R:3:forces:R:3:nbo_charge:R:1 method="wB97M-V/def2-TZVPD" spin_multiplicity=1 relative_energy_kj_mol=56.47 smiles=FCF e_tot_ev=-6503.5971 charge=0 gap_ev=13.48
F -1.0634 -0.7547 -0.0569 0.06 1.56 -0.48 -0.37
H 0.1270 0.4762 1.0506 -0.66 0.56 -2.33 0.14
C 0.0240 0.1487 -0.0700 -0.93 -2.93 4.79 0.41
F 1.0476 -0.7617 -0.0829 0.85 1.03 -1.57 -0.35
H -0.1352 0.8916 -0.8409 0.67 -0.22 -0.41 0.16